(1)
An isolated molecule of C26H36N4O6 in a non-equilibrium geometry, computed with wB97M-V/def2-TZVPD.

Element x y z (Å)
C1 -0.821 -1.784 -1.281
H1 7.415 -0.444 -1.153
C2 4.361 -1.425 -1.111
C3 4.085 -1.582 3.413
C4 -4.910 -1.000 -0.313
O1 2.145 -3.245 -0.977
N1 2.097 -1.343 -2.221
H2 -3.455 0.432 -0.870
H3 1.849 5.280 0.020
H4 0.944 2.189 -0.360
H5 -0.598 -1.909 -0.223
C5 -5.659 -0.866 1.015
C6 5.299 -0.441 -1.016
N2 -3.620 -0.310 -0.209
H6 4.579 -0.700 2.991
H7 -0.430 4.519 -1.728
H8 -0.165 4.786 1.984
H9 4.029 -2.366 2.651
H10 -0.158 -3.726 -1.941
C7 1.549 -2.485 -1.704
H11 -5.150 -0.387 -2.377
N3 -1.112 0.624 -0.840
H12 -4.056 -2.931 0.119
H13 3.026 -0.779 1.239
C8 -2.648 -0.599 0.677
C9 0.102 -2.683 -2.118
C10 2.058 -0.636 1.692
H14 -0.023 -2.446 -3.175
O2 -0.459 3.188 0.775
H15 0.433 -0.799 4.636
C11 0.043 2.804 -0.495
H16 -6.628 -1.352 0.949
H17 -1.804 1.329 0.957
H18 6.768 0.524 0.169
H19 -1.436 -0.078 3.203
C12 3.309 -0.813 -1.848
C13 -0.460 -0.236 2.773
O3 4.852 0.665 -1.639
H20 -5.807 0.182 1.263
C14 0.387 4.216 1.237
C15 -0.269 -0.048 1.407
H21 1.507 -0.733 -2.782
H22 -0.770 2.009 -2.318
C16 0.427 4.127 -1.180
H23 1.199 -0.071 -0.157
H24 -5.865 0.729 -1.203
H25 -5.083 -1.335 1.808
O4 -0.342 -0.038 -2.843
H26 -5.631 -3.002 -0.678
H27 -4.195 -2.580 -1.613
O5 -2.707 -1.480 1.504
H28 6.761 -1.252 0.281
H29 1.251 3.986 -1.874
H30 -1.855 -2.098 -1.445
C17 -1.445 0.375 0.552
H31 1.277 3.775 1.708
C18 -1.019 2.013 -1.255
H32 -6.656 -0.804 -1.562
H33 4.380 -2.424 -0.733
H34 -1.986 2.506 -1.104
H35 0.228 5.976 -0.043
H36 4.662 -1.944 4.263
C19 -4.681 -2.476 -0.644
C20 1.852 -0.858 3.047
O6 2.812 -1.268 3.922
C21 1.003 -0.238 0.891
C22 -5.692 -0.320 -1.436
C23 -0.720 -0.331 -1.715
N4 3.615 0.428 -2.151
C24 0.581 -0.640 3.580
C25 6.642 -0.403 -0.386
C26 0.787 5.044 -0.001

Summary:
- relative energy (zero: lowest compared OMol25 entry of this formula, charge and spin) (kJ/mol) = 0.0
- SMILES = COc1ccc([C@H](C(=O)NC(C)(C)C)N(C[C@H]2CCCO2)C(=O)CCC(=O)Nc2cc(C)on2)cc1
- HOMO energy (eV) = -8.3
- HOMO-LUMO gap (eV) = 8.90
- LUMO energy (eV) = 0.60

How is the electron density shared among the atoms? According to natural (NBO), the charges in e are: C -0.514; H 0.236; C -0.387; C -0.252; C 0.126; O -0.602; N -0.641; H 0.404; H 0.214; H 0.181; H 0.256; C -0.622; C 0.337; N -0.639; H 0.172; H 0.203; H 0.193; H 0.181; H 0.240; C 0.699; H 0.210; N -0.447; H 0.240; H 0.226; C 0.701; C -0.493; C -0.322; H 0.238; O -0.543; H 0.223; C 0.088; H 0.209; H 0.270; H 0.234; H 0.221; C 0.309; C -0.153; O -0.278; H 0.207; C -0.067; C -0.080; H 0.449; H 0.257; C -0.426; H 0.198; H 0.210; H 0.240; O -0.678; H 0.212; H 0.202; O -0.624; H 0.232; H 0.226; H 0.251; C -0.169; H 0.167; C -0.233; H 0.223; H 0.264; H 0.197; H 0.210; H 0.199; C -0.623; C 0.312; O -0.493; C -0.145; C -0.613; C 0.717; N -0.186; C -0.253; C -0.661; C -0.435

(2)
A structure of composition C26H36N5O9S2SiTi in a non-equilibrium geometry, computed with wB97M-V/def2-TZVPD.

Element x y z (Å)
N1 0.350 -0.902 -2.151
C1 -1.644 1.393 -5.087
C2 1.282 3.128 2.389
C3 -4.504 0.770 5.046
H1 1.884 -3.295 -0.498
H2 -1.830 -3.660 3.686
H3 2.903 -1.814 -4.404
N2 1.644 1.363 0.898
H4 -2.152 1.983 -5.836
S1 -2.330 -0.002 3.517
C4 -0.790 -1.859 1.174
C5 -1.989 -2.708 3.180
H5 -2.441 -2.835 0.266
H6 -3.258 1.479 -3.677
H7 3.059 3.858 3.342
O1 -0.941 0.376 3.364
O2 0.191 -3.136 4.944
N3 -0.782 -2.359 2.429
Si1 1.158 -2.411 -2.726
O3 -0.623 1.093 -0.021
H8 -5.079 0.706 4.125
H9 0.602 3.810 2.877
H10 -1.722 -1.671 5.084
C6 2.654 3.148 2.634
H11 -1.636 -1.614 -0.730
C7 2.949 1.378 1.083
C8 0.561 4.154 -1.567
C9 -1.618 0.338 -2.921
O4 -3.182 -0.021 2.353
C10 -0.588 2.050 0.908
H12 1.719 4.190 -4.207
C11 2.890 -2.085 -3.348
H13 0.207 -2.638 -5.034
H14 -4.911 1.582 5.646
H15 -2.789 -2.826 2.454
C12 0.811 2.205 1.470
H16 -2.399 0.983 5.626
H17 1.650 -4.555 -1.699
C13 3.517 2.283 1.962
H18 1.285 -0.224 -4.561
H19 -3.402 -1.835 4.524
H20 1.497 4.319 -1.034
O5 -1.504 2.765 1.211
C14 -3.043 1.054 4.749
H21 3.485 -2.994 -3.240
N4 0.425 -1.438 0.829
C15 -0.368 0.900 -5.330
H22 2.316 2.519 -4.357
H23 2.924 3.556 -3.031
O6 1.469 1.702 -1.748
N5 0.989 -2.622 4.179
C16 2.070 3.316 -3.661
H24 0.247 -3.850 -0.900
C17 1.251 -1.660 1.897
Ti1 0.882 0.084 -0.628
O7 2.157 -2.418 4.411
S2 0.740 2.729 -2.631
H25 4.587 2.308 2.110
H26 0.312 5.011 -2.190
O8 2.707 -0.372 -0.462
H27 -2.105 0.133 -1.975
H28 -4.631 -0.151 5.613
H29 -2.698 -1.106 0.607
H30 2.305 -1.444 1.891
C18 3.624 0.367 0.174
C19 0.516 -2.226 2.885
C20 -1.971 -1.850 0.279
C21 1.234 -3.625 -1.309
H31 -0.260 3.964 -0.879
C22 0.075 -3.127 -4.071
C23 -0.335 -0.151 -3.154
C24 -2.375 -1.648 4.215
H32 -2.902 2.042 4.303
C25 0.285 0.140 -4.372
C26 -2.263 1.107 -3.879
H33 0.123 1.103 -6.272
H34 0.315 -4.183 -4.201
H35 -0.981 -3.057 -3.806
H36 3.390 -1.301 -2.779
O9 4.809 0.281 0.039

Summary:
- total charge = +1
- relative energy (zero: lowest compared OMol25 entry of this formula, charge and spin) (kJ/mol) = 0.0
- HOMO energy (eV) = -11.1
- HOMO-LUMO gap (eV) = 7.73
- LUMO energy (eV) = -3.34

How is the electron density shared among the atoms? According to Löwdin, the charges in e are: N -0.174; C -0.085; C 0.052; C -0.103; H 0.024; H 0.136; H 0.030; N 0.055; H 0.107; S 0.673; C -0.291; C -0.104; H 0.105; H 0.112; H 0.121; O -0.290; O 0.090; N 0.064; Si 0.459; O -0.135; H 0.083; H 0.133; H 0.105; C 0.002; H 0.061; C -0.146; C -0.197; C -0.049; O -0.296; C -0.533; H 0.073; C -0.152; H 0.033; H 0.086; H 0.126; C -0.160; H 0.112; H 0.044; C 0.056; H 0.102; H 0.111; H 0.075; O 0.131; C -0.287; H 0.043; N 0.038; C -0.084; H 0.061; H 0.074; O -0.563; N -0.320; C -0.202; H 0.030; C 0.006; Ti 1.095; O 0.127; S 0.989; H 0.134; H 0.073; O -0.153; H 0.102; H 0.075; H 0.079; H 0.137; C -0.494; C -0.124; C 0.024; C -0.161; H 0.052; C -0.151; C -0.398; C -0.187; H 0.114; C -0.090; C -0.068; H 0.113; H 0.040; H 0.041; H 0.027; O 0.161

(3)
A cluster of 2 separate species, C26H36NS in total in a non-equilibrium geometry, computed with wB97M-V/def2-TZVPD.

Element x y z (Å)
H1 -5.297 -2.001 0.619
H2 -0.839 -2.233 1.858
C1 -1.719 -0.267 2.092
C2 -4.465 -1.393 3.633
H3 -3.768 -6.021 -0.029
H4 1.895 -0.642 2.939
C3 -0.521 -5.207 -0.587
H5 -5.217 -1.576 6.707
H6 -3.481 -1.246 6.791
H7 -4.540 -5.096 -2.155
C4 2.028 -0.973 1.904
H8 -0.232 -8.980 0.310
H9 -3.650 -1.320 0.476
N1 -2.450 0.554 2.523
C5 -2.823 -5.346 3.821
H10 -0.219 1.844 1.274
H11 -0.939 -3.119 -0.281
H12 2.684 -7.175 1.154
C6 -3.227 -3.901 3.750
H13 2.107 -2.060 1.829
H14 2.125 -8.769 0.577
H15 1.625 -5.164 -0.411
C7 -3.318 -3.216 2.488
C8 -4.362 -1.181 6.142
H16 -3.328 -8.252 -1.121
H17 -3.086 -3.168 -0.703
H18 0.469 -3.438 -1.266
H19 -2.875 -4.724 -2.654
H20 -3.435 -8.119 0.647
H21 -3.481 -3.743 5.864
H22 2.870 -7.605 -0.553
C9 -0.547 -3.787 -1.055
H23 -4.381 -3.886 0.236
H24 -3.547 -6.005 3.317
H25 -3.384 -6.414 -2.448
C10 -3.611 -3.242 4.901
H26 0.739 1.246 2.663
C11 -1.689 -5.978 -0.408
C12 -4.139 -1.945 4.876
C13 -3.493 -5.397 -2.047
H27 -1.836 -5.532 3.377
C14 -4.522 -1.414 1.136
H28 -2.793 -5.653 4.874
H29 1.561 1.749 1.164
H30 -1.139 -3.641 -1.963
C15 -4.122 -2.022 2.445
H31 -4.921 -0.405 1.303
C16 -2.748 -8.300 -0.191
H32 -2.387 -9.330 -0.089
C17 -3.294 -3.952 0.057
C18 2.204 -7.705 0.318
H33 -4.932 -0.402 3.599
C19 -3.073 -5.360 -0.571
H34 2.905 -0.491 1.454
H35 -4.551 -0.128 5.917
C20 -0.308 -7.912 0.076
C21 0.662 1.282 1.575
C22 0.722 -5.782 -0.329
C23 0.847 -7.127 0.023
C24 -0.806 -1.182 1.598
C25 -1.563 -7.370 -0.178
S1 0.588 -0.430 0.903
C26 -2.621 -3.694 1.350
H36 -1.662 -4.199 1.496

Summary:
- total charge = +1
- HOMO energy (eV) = -10.4
- HOMO-LUMO gap (eV) = 5.36
- LUMO energy (eV) = -5.05

How is the electron density shared among the atoms? According to natural (NBO), the charges in e are: H 0.234; H 0.256; C 0.241; C -0.188; H 0.218; H 0.241; C -0.018; H 0.249; H 0.241; H 0.215; C -0.745; H 0.215; H 0.233; N -0.434; C -0.652; H 0.270; H 0.207; H 0.221; C 0.098; H 0.245; H 0.223; H 0.205; C -0.149; C -0.655; H 0.223; H 0.278; H 0.224; H 0.209; H 0.216; H 0.229; H 0.228; C -0.641; H 0.240; H 0.238; H 0.229; C -0.249; H 0.246; C -0.058; C 0.127; C -0.597; H 0.233; C -0.665; H 0.237; H 0.251; H 0.223; C 0.125; H 0.251; C -0.643; H 0.230; C -0.533; C -0.632; H 0.236; C -0.215; H 0.244; H 0.238; C -0.212; C -0.725; C -0.219; C 0.007; C -0.877; C 0.017; S 0.883; C 0.212; H 0.222

> LUMO energy of number 1 (C26H36N4O6)?

0.60 eV